a.
16
Properties=species:S:1:pos:R:3 method="wB97M-V/def2-TZVPD" lumo_ha=0.0241 multiplicity=1 homo_lumo_gap_ha=0.38386 smiles="O=CNCO.O.O" total_charge=0
O -3.399 -2.479 -0.026
O 1.455 3.645 -1.441
C 1.996 -0.426 1.116
H 2.180 3.497 -0.791
H -0.151 0.899 0.679
O 2.135 0.716 1.492
H -4.344 -2.460 -0.185
H 1.971 3.881 -2.225
H 2.740 -1.213 1.294
H -1.651 -0.955 -0.669
N 0.938 -0.873 0.409
O -1.365 -0.642 0.172
C -0.116 0.034 0.033
H 0.937 -1.871 0.283
H -0.017 0.346 -1.004
H -3.307 -2.100 0.861


b.
16
Properties=species:S:1:pos:R:3 method="wB97M-V/def2-TZVPD" lumo_ha=-0.1651 multiplicity=1 homo_lumo_gap_ha=0.16196 total_charge=0
O 1.210 0.630 -1.375
H -0.543 -1.203 -0.299
O -2.459 -0.945 0.797
H -1.325 -0.072 1.285
C 1.519 -0.212 -0.503
H 2.839 0.987 0.114
H -2.351 0.719 -1.794
H -2.944 -1.313 1.539
O -1.981 0.934 -0.928
N -0.316 0.219 1.072
C 0.288 -0.799 0.326
H -0.051 1.190 0.920
H 0.649 -1.643 0.923
H -2.340 0.232 -0.323
H 1.876 -1.172 -0.987
O 2.459 0.172 0.483


a wins, 0.2513 hartree ahead of the next structure.


a.
16
Properties=species:S:1:pos:R:3 method="wB97M-V/def2-TZVPD" lumo_ha=0.0092 multiplicity=1 homo_lumo_gap_ha=0.37073 smiles="CNC(=O)O.O.O" total_charge=0
H 0.591 -1.446 -0.559
H 2.754 -0.766 1.677
H -1.527 -0.334 -1.410
H -0.396 -1.673 2.143
O 2.255 -0.973 0.880
H 0.566 1.941 0.678
H 1.419 -0.269 -1.539
H -1.840 -1.224 1.952
O -1.550 1.523 0.176
C 0.520 -0.875 -1.475
O -1.175 -1.848 1.606
C -0.600 1.137 -0.482
H 0.344 -1.497 -2.344
H 1.557 -0.324 0.854
O 0.643 1.679 -0.250
N -0.613 0.078 -1.306


b.
16
Properties=species:S:1:pos:R:3 method="wB97M-V/def2-TZVPD" lumo_ha=0.0187 multiplicity=1 homo_lumo_gap_ha=0.34992 smiles="NCC(=O)O.O.O" total_charge=0
O 0.470 -1.872 0.904
C 0.223 0.305 1.724
H -0.698 0.134 2.299
C 0.235 -0.597 0.505
H -0.867 -3.527 -2.589
H 0.715 2.168 2.288
N 0.627 1.688 1.408
O -0.155 2.497 -1.490
H 1.025 0.039 2.414
H -0.537 1.666 -1.201
O 0.387 -0.153 -0.600
H -0.801 -2.011 -2.238
H 0.148 -2.483 0.219
H 0.230 2.233 0.659
O -0.517 -2.892 -1.967
H -0.483 2.805 -2.335


a wins, 0.0167 hartree ahead of the next structure.